(1)
DFT (ωB97M-V/def2-TZVPD) results for an isolated ion of composition C5H10NO and charge -1.

SMILES string   C=NCCCC[O-]
E_HOMO   -2.175 eV
Charge   -1
Gap between HOMO and LUMO   5.752 eV
Calculated total energy   -326.45277 a.u.
ΔE to the lowest compared entry with this formula, charge and spin   85.4 kJ/mol

Last column: Löwdin charge in e.
Positions of all 17 atoms, in Å:
C -1.366 -0.505 2.084  -0.5903
O -0.972 -1.230 3.138  -0.3742
C -0.719 -0.990 0.745  -0.2320
C -0.491 0.144 -0.263  -0.2361
C 0.491 -0.222 -1.365  -0.2642
C 2.073 1.499 -1.571  -0.1062
N 1.022 0.977 -2.009  -0.0472
H -2.476 -0.518 1.842  0.0710
H -1.143 0.596 2.211  0.0705
H -1.437 -1.709 0.325  0.0944
H 0.215 -1.468 1.060  0.0909
H -0.126 1.016 0.279  0.0921
H -1.483 0.414 -0.637  0.1060
H -0.011 -0.750 -2.173  0.1007
H 1.271 -0.824 -0.899  0.1002
H 2.463 2.403 -2.045  0.0496
H 2.689 1.167 -0.722  0.0748

***

(2)
DFT (ωB97M-V/def2-TZVPD) results for a single CH5ClN2O molecule at a distorted geometry.

SMILES string   CON(N)Cl
E_HOMO   -9.206 eV
Gap between HOMO and LUMO   9.604 eV
Calculated total energy   -685.89595 a.u.
ΔE to the lowest compared entry with this formula, charge and spin   247.5 kJ/mol

Last column: Löwdin charge in e.
Positions of all 10 atoms, in Å:
C 0.901 1.352 -0.204  -0.1071
N -0.737 -1.716 -0.371  0.0277
N -0.128 -0.623 0.315  -0.4608
O -0.142 0.436 -0.512  -0.2547
Cl -1.157 -0.261 1.909  0.3413
H 0.704 2.414 -0.559  0.0951
H 1.835 0.911 -0.847  0.1298
H 1.163 1.424 0.920  0.0956
H -0.969 -2.452 0.301  0.0835
H -1.471 -1.484 -0.953  0.0496

***

(3)
DFT (ωB97M-V/def2-TZVPD) results for a 13-piece molecular cluster, C25H76BN26O15 overall at a distorted geometry.

E_HOMO (spin up / spin down)   -8.190 / -8.395 eV
Multiplicity   2
Gap between HOMO and LUMO (spin up / spin down)   8.200 / 8.405 eV
Calculated total energy   -3575.77989 a.u.
⟨S²⟩   0.754

Last column: Mulliken spin population.
Positions of all 143 atoms, in Å:
C -1.840 2.685 2.809  0.0001
O -0.691 1.907 2.476  -0.0008
C -1.017 0.586 2.098  0.0003
C -0.442 0.210 0.703  -0.0081
B -0.724 -1.362 0.562  -0.0054
O -2.029 -1.798 0.765  -0.0015
N 0.246 -2.436 0.304  -0.0053
C 1.171 -2.677 1.419  0.0005
C 0.917 -2.354 -0.996  0.0087
C 1.059 0.602 0.721  0.0074
C 1.445 1.768 -0.213  0.0164
C 1.067 3.162 0.310  0.0300
C 3.006 1.743 -0.325  0.0101
N 0.909 1.461 -1.562  0.3436
O 1.417 2.203 -2.485  0.5317
C -0.577 1.433 -1.660  0.0519
C -1.195 2.779 -2.124  0.0077
C -0.914 0.401 -2.776  0.0113
C -1.287 1.010 -0.345  0.0107
H -2.346 2.298 3.703  -0.0001
H -1.493 3.695 3.049  -0.0001
H -2.525 2.781 1.964  0.0001
H -2.115 0.514 2.052  -0.0003
H -0.711 -0.137 2.869  -0.0005
H -2.638 -1.051 0.794  0.0005
H 0.733 -2.310 2.353  0.0001
H 2.156 -2.229 1.228  -0.0004
H 1.350 -3.756 1.542  0.0000
H 0.212 -2.694 -1.767  0.0000
H 1.739 -3.075 -1.000  0.0007
H 1.245 -1.347 -1.283  -0.0099
H 1.709 -0.228 0.438  0.0055
H 1.389 0.902 1.721  -0.0048
H 1.535 3.966 -0.262  0.0058
H -0.012 3.331 0.315  -0.0113
H 1.395 3.214 1.352  -0.0001
H 3.393 2.756 -0.191  0.0045
H 3.344 1.343 -1.279  0.0001
H 3.410 1.176 0.516  -0.0022
H -2.245 2.797 -1.819  0.0008
H -0.652 3.651 -1.761  0.0071
H -1.168 2.826 -3.215  -0.0066
H -0.601 0.855 -3.716  -0.0020
H -0.314 -0.505 -2.667  -0.0056
H -1.979 0.195 -2.844  0.0011
H -1.664 1.905 0.162  -0.0033
H -2.185 0.462 -0.652  0.0051
C -1.135 -1.220 -6.114  0.0000
O -1.803 -0.929 -5.131  0.0002
N -1.588 -2.064 -7.092  0.0000
N 0.118 -0.739 -6.328  -0.0001
H -1.042 -2.308 -7.900  0.0000
H -2.510 -2.442 -6.983  0.0000
H 0.504 -0.122 -5.637  0.0000
H 0.663 -0.981 -7.140  -0.0001
C -2.287 -1.821 5.293  0.0000
O -2.966 -1.651 6.299  0.0000
N -2.782 -2.425 4.172  0.0000
N -0.995 -1.410 5.216  0.0000
H -2.248 -2.571 3.336  0.0000
H -3.735 -2.734 4.202  0.0000
H -0.604 -0.959 6.023  0.0000
H -0.417 -1.524 4.405  0.0000
C -0.442 -6.691 2.617  0.0000
O 0.756 -6.636 2.841  0.0000
N -1.215 -7.746 3.004  0.0000
N -1.102 -5.696 1.950  0.0000
H -2.198 -7.811 2.821  0.0000
H -0.759 -8.493 3.492  0.0000
H -0.556 -4.907 1.651  0.0001
H -2.085 -5.713 1.747  0.0000
C 6.561 -0.118 0.563  0.0000
O 6.083 0.985 0.363  -0.0001
N 6.112 -0.939 1.559  0.0000
N 7.584 -0.618 -0.193  0.0000
H 6.489 -1.849 1.743  0.0000
H 5.363 -0.598 2.133  0.0000
H 7.935 -0.035 -0.931  0.0000
H 7.994 -1.520 -0.047  0.0000
C 4.192 5.794 -2.029  0.0005
O 4.439 6.985 -2.115  0.0001
N 3.192 5.191 -2.733  0.0017
N 4.905 4.955 -1.213  0.0002
H 2.982 4.209 -2.667  0.0052
H 2.640 5.768 -3.338  -0.0004
H 5.645 5.362 -0.673  0.0000
H 4.717 3.972 -1.119  -0.0012
C -1.552 -6.639 -1.713  0.0000
O -2.540 -7.131 -1.190  0.0000
N -1.492 -6.380 -3.055  0.0000
N -0.440 -6.305 -1.001  0.0000
H -0.696 -5.972 -3.506  0.0000
H -2.299 -6.611 -3.603  0.0000
H -0.467 -6.483 -0.011  0.0000
H 0.381 -5.897 -1.403  0.0000
C 1.900 -3.673 -8.049  0.0000
O 1.414 -2.581 -8.310  0.0000
N 1.446 -4.435 -7.013  0.0000
N 2.925 -4.204 -8.770  0.0000
H 1.825 -5.331 -6.776  0.0000
H 0.692 -4.060 -6.466  0.0000
H 3.276 -3.661 -9.537  0.0000
H 3.340 -5.095 -8.575  0.0000
C -3.202 1.974 8.258  0.0000
O -2.895 2.656 7.292  0.0000
N -3.323 2.511 9.514  0.0000
N -3.445 0.638 8.169  0.0000
H -3.573 1.978 10.324  0.0000
H -3.150 3.494 9.610  0.0000
H -3.364 0.206 7.262  0.0000
H -3.693 0.066 8.952  0.0000
C 1.678 0.983 5.372  0.0000
O 1.888 -0.102 4.836  0.0000
N 2.287 1.340 6.543  0.0000
N 0.824 1.899 4.851  0.0000
H 2.130 2.216 7.003  0.0000
H 2.922 0.681 6.952  0.0000
H 0.332 1.645 3.999  0.0005
H 0.641 2.790 5.273  0.0000
C -5.193 3.891 0.576  0.0000
O -3.990 3.946 0.813  -0.0001
N -5.980 2.860 0.972  0.0000
N -5.835 4.875 -0.121  0.0000
H -6.966 2.798 0.773  0.0000
H -5.541 2.121 1.486  0.0000
H -5.284 5.653 -0.432  0.0000
H -6.813 4.851 -0.333  0.0000
C -8.851 1.237 -1.217  0.0000
O -8.077 1.687 -0.383  0.0000
N -8.476 0.277 -2.105  0.0000
N -10.143 1.662 -1.318  0.0000
H -9.088 -0.109 -2.797  0.0000
H -7.529 -0.052 -2.053  0.0000
H -10.447 2.368 -0.674  0.0000
H -10.792 1.307 -1.993  0.0000
C 8.676 3.273 -3.151  0.0000
O 9.287 2.304 -3.573  0.0000
N 9.290 4.275 -2.452  0.0000
N 7.335 3.436 -3.340  0.0000
H 8.809 5.080 -2.099  0.0000
H 10.275 4.187 -2.295  0.0000
H 6.854 2.719 -3.849  0.0000
H 6.815 4.223 -2.996  0.0000

***

(4)
DFT (ωB97M-V/def2-TZVPD) results for C6H11Cl3F6N2O7PS2Si2 as an isolated structure.

E_HOMO   -6.145 eV
Charge   -1
Gap between HOMO and LUMO   8.278 eV
Calculated total energy   -4568.26221 a.u.

Last column: Löwdin charge in e.
Positions of all 40 atoms, in Å:
C -1.290 -4.725 3.724  -0.1486
C -1.523 -3.519 2.868  -0.7917
Cl -3.182 -2.989 2.810  0.6587
C -0.599 -2.871 2.161  -0.6855
Cl 1.017 -3.549 2.221  0.6926
Si -0.741 -1.379 1.032  -0.1709
O -1.274 -1.907 -0.413  -0.1169
Cl -2.050 0.021 1.740  0.4076
O 0.722 -0.720 0.861  -0.3173
Si 1.669 0.334 1.718  0.2180
N 2.355 1.370 0.534  -0.0751
P 3.482 -0.415 2.821  0.7116
C 4.140 -1.709 1.693  -0.3455
O 2.918 -1.331 4.114  -0.4295
H -2.220 -5.080 4.160  0.0588
H -0.602 -4.473 4.534  0.0804
H -0.825 -5.520 3.141  0.0730
H -2.047 -1.467 -0.773  0.0528
H 0.833 1.017 2.749  -0.0194
H 2.906 2.115 0.951  0.0260
H 1.652 1.831 -0.047  0.0064
H 3.714 -2.686 1.914  -0.0014
H 3.914 -1.433 0.662  0.0314
H 5.222 -1.763 1.806  0.0150
H 2.035 -1.067 4.382  0.0146
C -3.118 4.358 -4.324  -0.6854
F -3.621 5.599 -4.388  0.1160
F -4.064 3.555 -3.835  0.1264
F -2.835 3.962 -5.566  0.1275
S -1.616 4.388 -3.249  0.5750
O -2.097 4.786 -1.956  -0.2908
O -0.697 5.261 -3.925  -0.2897
N -1.281 2.854 -3.379  -0.3084
S -0.060 2.157 -2.687  0.5757
O -0.171 2.050 -1.253  -0.3100
O 1.228 2.487 -3.228  -0.2819
C -0.414 0.447 -3.287  -0.6793
F -0.385 0.370 -4.617  0.1328
F -1.610 0.015 -2.870  0.1196
F 0.518 -0.376 -2.798  0.1275